# 1
C55H52Br6N10O6 as an isolated structure, computed with ωB97M-V/def2-TZVPD.

- Charge: 0
- Gap between HOMO and LUMO: 8.275 eV
- HOMO level: -0.33640 Ha

Structure (XYZ):
```
129
Properties=species:S:1:pos:R:3:mulliken_charge:R:1
C 3.47 -2.48 3.74 -0.535
Br 3.37 -4.51 4.05 -0.112
Br 1.69 -1.73 3.15 0.153
Br 4.95 -1.95 2.59 -0.064
H 3.68 -2.08 4.73 0.609
C -3.90 -7.20 -0.98 -0.542
Br -3.54 -8.23 -2.60 -0.048
Br -5.77 -6.53 -1.03 -0.050
Br -2.63 -5.68 -0.86 0.259
H -3.66 -7.84 -0.13 0.468
C 1.06 2.89 -4.02 -0.871
C 1.70 2.74 -2.75 -0.017
C 2.27 3.84 -2.13 0.059
C 2.11 5.15 -2.68 -0.401
C 1.32 5.24 -3.87 -0.761
C 0.79 4.17 -4.52 -0.565
N 2.68 6.34 -2.02 1.039
O 2.19 7.41 -2.24 -0.608
O 3.68 6.22 -1.34 -0.586
H 0.51 2.10 -4.50 0.414
H 1.66 1.77 -2.29 0.730
H 2.92 3.66 -1.28 0.675
H 1.19 6.26 -4.19 0.435
H 0.20 4.38 -5.40 0.393
C -1.71 -2.37 -1.60 -0.337
C -1.76 -1.12 -2.20 -0.151
C -1.18 -0.05 -1.55 -0.641
C -0.64 -0.21 -0.27 -0.995
C -0.66 -1.42 0.37 0.694
C -1.33 -2.47 -0.25 0.857
N -0.02 0.97 0.44 1.289
O 0.01 2.06 -0.12 -0.639
O 0.32 0.79 1.63 -0.272
H -2.00 -3.29 -2.08 -0.068
H -2.21 -1.03 -3.17 0.318
H -1.27 0.92 -2.02 0.710
H -0.37 -1.53 1.41 -0.259
H -1.35 -3.41 0.28 -0.591
C 0.71 4.91 1.25 -0.153
C -0.37 5.74 1.73 -0.976
C -0.37 6.18 3.11 -0.472
C 0.66 5.79 3.97 0.021
C 1.69 5.02 3.49 -0.487
C 1.72 4.58 2.15 -0.203
N 0.68 6.25 5.39 0.943
O 0.05 7.24 5.79 -0.597
O 1.45 5.61 6.13 -0.547
H 0.65 4.54 0.23 0.714
H -1.23 5.95 1.11 0.406
H -1.19 6.82 3.41 0.451
H 2.45 4.71 4.19 0.482
H 2.40 3.80 1.84 0.431
N -3.39 3.20 1.85 -0.521
C -4.32 3.21 2.86 -0.541
C -4.08 2.87 4.21 -0.253
C -2.83 2.52 4.58 -0.710
C -1.84 2.59 3.61 -0.006
C -2.17 3.00 2.32 -0.345
H -5.34 3.48 2.63 0.373
H -4.89 2.86 4.92 0.394
H -2.60 2.25 5.60 0.477
H -0.82 2.38 3.91 0.431
H -1.38 3.17 1.60 0.615
N 2.95 -4.04 0.27 0.118
C 4.07 -4.26 -0.48 -0.227
C 4.04 -5.05 -1.65 -0.717
C 2.88 -5.75 -1.87 -0.465
C 1.74 -5.51 -1.13 -0.444
C 1.77 -4.62 -0.08 -0.391
H 5.01 -3.83 -0.17 0.314
H 4.93 -5.23 -2.24 0.444
H 2.82 -6.36 -2.76 0.360
H 0.83 -5.98 -1.48 0.424
H 0.94 -4.48 0.60 0.655
N -3.07 0.32 -5.52 -0.210
C -2.13 1.08 -6.17 -0.338
C -1.85 2.47 -5.89 -0.811
C -2.62 3.05 -4.94 0.126
C -3.68 2.39 -4.38 -0.728
C -3.84 1.01 -4.68 -0.214
H -1.59 0.42 -6.83 0.426
H -1.01 3.02 -6.30 0.547
H -2.30 4.04 -4.64 0.395
H -4.32 2.89 -3.66 0.409
H -4.65 0.47 -4.21 0.410
N -1.46 -5.17 2.22 -0.179
C -1.21 -4.10 3.02 -0.665
C -0.50 -4.25 4.24 -0.555
C -0.05 -5.54 4.59 -0.499
C -0.33 -6.58 3.73 -0.530
C -0.97 -6.39 2.50 -0.058
H -1.63 -3.15 2.71 0.740
H -0.31 -3.39 4.86 0.543
H 0.58 -5.67 5.46 0.527
H -0.02 -7.60 3.88 0.340
H -1.14 -7.27 1.90 0.306
N 1.18 2.11 5.96 -0.504
C 1.51 1.49 4.81 -0.380
C 2.80 1.45 4.20 0.267
C 3.82 2.25 4.76 -0.545
C 3.55 2.87 5.98 -0.472
C 2.25 2.74 6.56 -0.458
H 0.84 0.70 4.50 0.658
H 3.03 0.86 3.32 0.234
H 4.76 2.33 4.24 0.437
H 4.27 3.46 6.52 0.372
H 2.02 3.26 7.47 0.403
N 4.93 1.31 -0.90 -0.652
C 4.07 0.92 0.10 -0.651
C 3.05 0.04 -0.09 0.774
C 2.85 -0.50 -1.33 -0.412
C 3.70 -0.11 -2.38 -0.705
C 4.69 0.81 -2.12 -0.448
H 4.38 1.28 1.07 0.557
H 2.40 -0.18 0.74 0.052
H 2.02 -1.16 -1.58 0.649
H 3.57 -0.39 -3.41 0.466
H 5.25 1.32 -2.88 0.427
N -3.32 -4.42 -4.11 -0.195
C -3.12 -3.37 -4.90 -0.355
C -4.02 -2.94 -5.90 -0.408
C -5.12 -3.74 -6.25 -0.371
C -5.36 -4.87 -5.44 -0.688
C -4.47 -5.15 -4.38 0.116
H -2.22 -2.79 -4.75 0.614
H -3.84 -2.01 -6.42 0.388
H -5.82 -3.53 -7.04 0.417
H -6.26 -5.45 -5.60 0.368
H -4.65 -5.99 -3.72 0.078
```

---

# 2
C55H53AsCl2HgN2O3S2Te as an isolated structure, computed with ωB97M-V/def2-TZVPD.

- Charge: -1
- 2S+1: 2
- Gap between HOMO and LUMO (alpha / beta): 7.245 / 7.204 eV
- HOMO level (alpha / beta): -0.18635 / -0.18646 Ha

Structure (XYZ):
```
120
Properties=species:S:1:pos:R:3:mulliken_charge:R:1
Hg -0.27 -0.36 -0.30 3.011
C 2.82 6.27 -2.30 -1.546
C 2.29 4.86 -2.20 -0.118
C 2.77 3.84 -3.00 -0.713
C 2.26 2.54 -2.92 0.934
C 2.86 1.56 -3.84 -0.610
O 4.00 1.68 -4.27 -0.690
C 2.04 0.43 -4.41 0.369
C 2.66 -0.78 -4.69 -0.100
C 1.98 -1.77 -5.37 -0.753
C 0.67 -1.55 -5.80 -0.416
C 0.05 -0.34 -5.52 -0.717
C 0.73 0.64 -4.81 0.101
C 1.27 2.17 -1.95 -0.285
O 0.96 0.95 -1.81 -0.938
C 0.74 3.26 -1.15 0.342
C 1.27 4.54 -1.31 -1.068
C -0.34 3.09 -0.17 -0.478
N -0.90 1.98 0.11 0.338
C -2.06 1.94 1.00 -0.669
C -3.32 1.90 0.13 -0.630
Te -4.95 0.84 0.99 0.337
C -5.94 2.70 1.45 -0.356
C -5.37 3.56 2.38 -0.060
C -5.91 4.82 2.61 -0.536
C -7.03 5.23 1.91 -0.457
C -7.62 4.38 0.99 -0.421
C -7.07 3.12 0.76 -0.330
C -0.83 4.35 0.50 -0.416
C -1.87 5.09 -0.05 0.430
C -2.36 6.21 0.61 -1.057
C -1.80 6.60 1.82 -0.375
C -0.76 5.87 2.37 -0.888
C -0.27 4.75 1.71 0.352
H 3.58 6.34 -3.08 0.382
H 3.28 6.59 -1.36 0.322
H 2.03 6.99 -2.54 0.328
H 3.55 4.02 -3.72 0.386
H 3.69 -0.93 -4.38 0.496
H 2.46 -2.72 -5.57 0.397
H 0.14 -2.32 -6.34 0.441
H -0.97 -0.17 -5.83 0.473
H 0.24 1.58 -4.57 0.431
H 0.87 5.34 -0.70 0.499
H -2.11 2.79 1.67 0.154
H -1.99 1.03 1.60 0.832
H -3.09 1.41 -0.81 -0.172
H -3.68 2.91 -0.08 0.425
H -4.50 3.24 2.94 0.352
H -5.44 5.48 3.33 0.402
H -7.45 6.22 2.08 0.363
H -8.51 4.69 0.45 0.360
H -7.53 2.47 0.03 0.365
H -2.30 4.78 -1.00 0.519
H -3.18 6.77 0.18 0.411
H -2.19 7.47 2.34 0.392
H -0.32 6.17 3.32 0.397
H 0.53 4.16 2.14 0.512
Cl -2.25 -0.06 -3.11 0.258
C -3.90 -0.34 -2.85 -0.932
Cl -2.74 -1.25 0.29 -0.564
H -4.15 -1.00 -2.04 0.328
H -4.59 0.39 -3.25 0.342
C 5.36 -1.77 -1.25 -1.264
As 3.82 -0.72 -0.60 0.683
C 4.25 -0.97 1.30 -1.187
C 4.68 1.04 -0.77 -1.308
H 6.29 -1.41 -0.81 0.392
H 5.42 -1.70 -2.34 0.321
H 5.21 -2.82 -0.98 0.355
H 5.31 -0.78 1.48 0.500
H 4.00 -1.99 1.60 0.156
H 3.65 -0.29 1.90 0.353
H 5.62 1.06 -0.21 0.542
H 4.01 1.81 -0.38 0.225
H 4.87 1.27 -1.82 0.352
N 0.50 -1.87 -1.97 0.637
S 0.26 -3.23 -2.71 0.187
C -1.45 -3.69 -2.51 0.641
C -2.23 -3.70 -3.66 -0.412
C -3.58 -4.00 -3.56 -0.543
C -4.13 -4.28 -2.31 -0.517
C -3.34 -4.24 -1.17 -0.521
C -1.99 -3.94 -1.26 -0.493
C 1.00 -4.48 -1.64 -0.078
C 1.61 -4.05 -0.47 0.088
C 2.22 -4.99 0.35 -0.360
C 2.22 -6.33 -0.01 -0.649
C 1.61 -6.74 -1.19 -0.582
C 1.00 -5.81 -2.01 -0.488
H 1.02 -1.25 -2.59 -0.579
H -1.78 -3.46 -4.62 0.286
H -4.20 -4.00 -4.44 0.400
H -5.19 -4.50 -2.23 0.358
H -3.78 -4.41 -0.20 0.388
H -1.38 -3.88 -0.37 0.467
H 1.59 -2.99 -0.22 0.202
H 2.69 -4.68 1.27 0.322
H 2.70 -7.06 0.63 0.405
H 1.62 -7.79 -1.47 0.370
H 0.52 -6.12 -2.93 0.437
C 0.71 -4.91 7.54 -0.891
C 1.84 -4.54 8.46 0.625
O 2.06 -5.12 9.49 -0.565
S 2.94 -3.20 8.03 -0.134
C 2.38 -2.66 6.44 -0.545
C 2.78 -3.33 5.29 -0.208
C 2.33 -2.92 4.05 -0.032
C 1.48 -1.82 3.92 0.418
C 1.10 -1.14 5.09 -0.605
C 1.54 -1.56 6.33 -0.250
C 1.01 -1.39 2.64 -0.025
C 0.61 -1.04 1.55 -1.823
H -0.11 -5.27 8.16 0.334
H 1.04 -5.73 6.90 0.242
H 0.38 -4.09 6.90 0.307
H 3.44 -4.19 5.37 0.439
H 2.63 -3.45 3.15 0.214
H 0.44 -0.28 5.00 0.521
H 1.24 -1.03 7.22 0.405
```

---

# 3
C55H53KN5O3P3S3 as an isolated structure, computed with ωB97M-V/def2-TZVPD.

- Charge: 0
- Gap between HOMO and LUMO: 6.560 eV
- HOMO level: -0.24389 Ha

Structure (XYZ):
```
123
Properties=species:S:1:pos:R:3:mulliken_charge:R:1
K 0.77 0.01 -0.33 2.365
O 0.42 -0.52 2.17 -0.871
S -0.94 0.05 2.40 1.322
C -0.60 1.35 3.62 -0.282
C -0.01 1.00 4.81 -0.024
C 0.13 1.91 5.88 -1.349
C -0.37 3.18 5.73 0.085
C -0.44 4.35 6.67 -0.785
C -1.11 5.49 5.84 -0.850
C -1.33 4.89 4.47 0.116
C -1.81 5.42 3.31 -1.377
C -1.79 4.62 2.15 0.018
C -1.38 3.30 2.14 0.238
P -1.13 2.43 0.53 1.826
C -0.05 3.70 -0.27 0.840
C 1.32 3.51 -0.04 -1.045
C 2.25 4.38 -0.58 -0.643
C 1.84 5.45 -1.35 -0.651
C 0.48 5.65 -1.58 -0.699
C -0.46 4.78 -1.05 -0.330
C -2.77 2.67 -0.23 0.303
C -3.92 2.65 0.57 -0.648
C -5.18 2.77 -0.01 -0.760
C -5.30 2.92 -1.39 -0.898
C -4.17 2.90 -2.18 -0.718
C -2.91 2.76 -1.61 -0.193
C -0.98 2.70 3.36 -1.536
C -0.90 3.55 4.48 1.693
C -1.81 -1.11 3.52 -0.588
C -2.51 -0.65 4.62 -0.179
C -3.09 -1.51 5.57 -1.498
C -2.93 -2.86 5.42 0.425
C -3.36 -4.03 6.27 -0.836
C -2.88 -5.28 5.48 -0.728
C -2.25 -4.74 4.22 -0.152
C -1.71 -5.35 3.13 -1.165
C -1.27 -4.55 2.06 -0.026
C -1.32 -3.17 2.06 -0.031
P -1.03 -2.20 0.53 2.006
C -2.51 -2.67 -0.45 0.093
C -2.82 -3.95 -0.89 0.134
C -3.97 -4.16 -1.65 -0.796
C -4.80 -3.10 -1.97 -0.708
C -4.49 -1.82 -1.55 -0.296
C -3.34 -1.61 -0.79 -0.334
C 0.32 -3.17 -0.23 0.200
C 1.38 -3.62 0.55 -0.886
C 2.46 -4.27 -0.04 -0.643
C 2.49 -4.45 -1.42 -0.599
C 1.46 -3.95 -2.20 -0.886
C 0.39 -3.30 -1.62 -0.329
C -1.78 -2.51 3.24 -1.330
C -2.29 -3.33 4.26 1.494
H 0.31 -0.02 4.95 0.645
H 0.59 1.58 6.80 0.443
H 0.57 4.65 6.98 0.304
H -1.00 4.11 7.57 0.310
H -0.48 6.37 5.79 0.302
H -2.06 5.80 6.29 0.312
H -2.15 6.45 3.25 0.462
H -2.10 5.08 1.22 0.465
H 1.65 2.67 0.57 0.299
H 3.31 4.20 -0.40 0.426
H 2.56 6.14 -1.77 0.396
H 0.15 6.48 -2.18 0.441
H -1.51 4.94 -1.25 0.370
H -3.83 2.54 1.64 0.359
H -6.06 2.75 0.62 0.438
H -6.28 3.02 -1.83 0.405
H -4.25 3.00 -3.26 0.400
H -2.03 2.67 -2.24 0.288
H -2.60 0.41 4.78 0.641
H -3.61 -1.09 6.42 0.431
H -4.44 -4.03 6.41 0.310
H -2.91 -3.98 7.26 0.300
H -3.71 -5.95 5.24 0.280
H -2.16 -5.86 6.06 0.277
H -1.64 -6.43 3.06 0.484
H -0.89 -5.06 1.18 0.486
H -2.17 -4.79 -0.67 0.268
H -4.21 -5.16 -1.99 0.400
H -5.69 -3.27 -2.56 0.412
H -5.12 -0.98 -1.81 0.462
H -3.08 -0.60 -0.48 0.049
H 1.36 -3.47 1.62 0.414
H 3.27 -4.65 0.58 0.463
H 3.33 -4.95 -1.88 0.399
H 1.50 -4.04 -3.28 0.464
H -0.39 -2.89 -2.25 0.380
C -2.69 -1.73 -4.90 -1.183
C -2.70 -0.32 -5.47 0.202
C -3.64 0.58 -4.69 -0.754
O -1.40 0.29 -5.55 -0.325
P -0.10 0.07 -4.59 0.286
S 0.85 -1.59 -4.96 -0.558
S -0.66 0.49 -2.72 -0.509
O 0.85 1.22 -5.19 -0.399
C 0.61 2.60 -5.54 0.441
C -0.06 2.72 -6.90 -1.374
C -0.15 3.38 -4.48 -0.553
H -3.70 -2.14 -4.90 0.512
H -2.33 -1.71 -3.87 -0.022
H -2.04 -2.38 -5.48 0.354
H -3.03 -0.36 -6.51 0.303
H -3.32 0.64 -3.65 -0.196
H -4.66 0.18 -4.72 0.476
H -3.65 1.59 -5.11 0.290
H 1.63 3.00 -5.62 0.389
H -1.08 2.33 -6.85 0.145
H 0.49 2.14 -7.65 0.343
H -0.09 3.76 -7.20 0.473
H -1.17 3.00 -4.41 -0.112
H -0.17 4.44 -4.75 0.546
H 0.32 3.26 -3.50 -0.006
N 6.36 1.31 -0.49 -0.598
N 5.24 0.65 -0.07 1.273
N 5.22 -0.64 0.15 -0.992
C 3.94 -0.83 0.45 -0.438
N 3.24 0.31 0.40 0.031
N 4.09 1.25 0.06 -0.656
H 7.18 0.92 -0.04 0.271
H 6.25 2.30 -0.36 0.282
H 3.53 -1.80 0.70 0.583
```

---

# 4
C55H54FN10O3RbS3 as an isolated structure, computed with ωB97M-V/def2-TZVPD.

- Charge: -2
- Energy relative to the best compared isomer or geometry (same formula, charge and spin): 0.760 eV
- Gap between HOMO and LUMO: 4.921 eV
- HOMO level: -0.05124 Ha

Structure (XYZ):
```
127
Properties=species:S:1:pos:R:3:mulliken_charge:R:1
Rb 0.36 -0.09 -0.44 0.199
C -3.01 3.74 -2.57 -1.874
C -2.43 2.37 -2.31 -0.036
N -1.43 2.22 -1.52 0.982
N -0.91 3.42 -1.05 -0.941
C -0.97 3.62 0.22 0.396
S -1.76 2.67 1.44 -0.621
S -0.02 5.09 0.67 -0.237
C -1.01 5.78 2.01 -0.679
C -2.19 6.58 1.52 0.349
C -3.40 5.94 1.24 0.013
C -4.48 6.66 0.75 -0.715
C -4.38 8.03 0.54 -0.349
C -3.18 8.68 0.82 -0.506
C -2.10 7.95 1.31 -0.450
C -3.05 1.20 -2.98 0.824
C -4.44 1.21 -3.10 -0.571
C -5.17 0.20 -3.72 -1.031
C -4.45 -0.83 -4.32 -0.603
C -3.07 -0.87 -4.24 -0.330
C -2.28 0.08 -3.51 0.481
O -1.03 -0.06 -3.37 -0.667
H -2.19 4.43 -2.78 0.424
H -3.51 4.12 -1.67 0.289
H -3.71 3.73 -3.40 0.513
H -0.35 6.41 2.61 0.583
H -1.34 4.94 2.62 0.054
H -3.46 4.86 1.38 0.339
H -5.41 6.14 0.52 0.384
H -5.22 8.59 0.15 0.351
H -3.09 9.74 0.66 0.343
H -1.16 8.46 1.52 0.351
H -4.98 2.03 -2.65 0.412
H -6.25 0.24 -3.77 0.329
H -4.97 -1.62 -4.86 0.348
H -2.53 -1.67 -4.74 0.312
N 1.26 2.70 2.87 1.122
C 2.44 2.75 2.23 -0.049
N 3.50 3.19 2.93 -0.742
C 4.63 3.17 2.26 0.221
N 5.76 3.64 2.91 -0.508
N 4.80 2.75 1.01 -0.700
C 3.68 2.32 0.42 -0.266
N 2.48 2.31 0.96 0.427
C 3.83 1.78 -0.96 0.722
C 5.10 1.62 -1.51 -0.529
C 5.21 1.06 -2.77 -0.469
C 4.06 0.69 -3.45 -0.767
C 2.84 0.90 -2.82 -0.309
N 2.72 1.43 -1.61 -0.059
H 1.21 3.21 3.73 0.244
H 0.40 2.64 2.32 -0.820
H 5.68 3.61 3.91 0.251
H 6.62 3.29 2.53 0.248
H 5.96 1.91 -0.93 0.466
H 6.19 0.92 -3.22 0.380
H 4.10 0.25 -4.43 0.437
H 1.90 0.62 -3.31 0.713
N -1.63 -0.44 3.07 -0.087
C -1.08 0.15 3.88 -0.538
C -0.37 0.94 4.84 0.513
C 0.87 0.53 5.31 0.004
C 1.59 1.36 6.16 -0.537
C 1.06 2.58 6.54 -0.400
C -0.18 2.99 6.07 -0.657
C -0.90 2.17 5.22 -0.290
H 1.29 -0.41 4.97 0.547
H 2.57 1.05 6.50 0.374
H 1.64 3.24 7.19 0.367
H -0.58 3.96 6.36 0.399
H -1.84 2.50 4.79 0.344
O 0.71 -2.16 -2.01 0.078
S 1.11 -2.20 -3.43 0.693
C 2.67 -3.15 -3.43 -1.366
C 2.62 -4.54 -2.87 0.633
C 2.91 -5.64 -3.69 -0.554
C 2.85 -6.93 -3.19 -0.529
C 2.48 -7.14 -1.87 -0.457
C 2.19 -6.06 -1.05 -1.052
C 2.26 -4.76 -1.54 0.025
C 0.00 -3.39 -4.28 -1.571
C -0.72 -4.35 -3.37 0.163
C -1.56 -3.85 -2.38 0.732
C -2.23 -4.73 -1.53 -0.682
C -2.07 -6.10 -1.68 -0.733
C -1.24 -6.60 -2.67 -0.670
C -0.57 -5.72 -3.51 -0.431
H 3.33 -2.51 -2.85 0.305
H 3.04 -3.15 -4.46 0.524
H 3.20 -5.47 -4.72 0.338
H 3.09 -7.77 -3.83 0.357
H 2.42 -8.15 -1.48 0.395
H 1.90 -6.22 -0.02 0.469
H 2.04 -3.92 -0.90 0.699
H 0.59 -3.90 -5.04 0.598
H -0.71 -2.73 -4.77 0.307
H -1.68 -2.78 -2.25 0.387
H -2.86 -4.32 -0.75 0.405
H -2.59 -6.78 -1.01 0.389
H -1.10 -7.67 -2.79 0.374
H 0.10 -6.11 -4.27 0.383
C -4.49 -1.87 2.14 -0.990
N -3.33 -2.49 1.52 0.355
C -2.64 -3.48 2.33 -1.031
C -2.61 -1.82 0.56 0.256
C -3.27 -0.65 -0.12 -0.160
O -1.48 -2.17 0.24 -0.204
H -4.98 -2.61 2.77 0.325
H -5.21 -1.54 1.40 0.315
H -4.20 -1.02 2.76 0.243
H -3.29 -4.34 2.51 0.309
H -2.33 -3.05 3.29 0.312
H -1.75 -3.80 1.80 0.238
H -4.31 -0.82 -0.37 0.475
H -2.72 -0.44 -1.04 -0.802
H -3.19 0.24 0.52 0.234
F 5.27 -3.63 3.66 -0.390
C 4.54 -2.77 2.87 0.402
C 3.89 -1.70 3.45 -0.575
C 3.16 -0.85 2.61 -0.207
C 3.02 -0.98 1.21 -0.327
C 3.73 -2.10 0.73 -0.178
C 4.48 -2.99 1.51 -0.725
H 3.97 -1.54 4.52 0.445
H 2.68 0.01 3.10 0.177
H 3.72 -2.32 -0.35 0.133
H 5.01 -3.84 1.07 0.444
```